Below is C13H22N7O3Pd as an isolated structure, with properties calculated with the ωB97M-V functional and the def2-TZVPD basis.

```
46
Properties=species:S:1:pos:R:3:forces:R:3:lowdin_charge:R:1
Pd -0.3551 0.1940 1.1349 0.808 -0.108 -0.590 0.981
C -3.4251 2.9772 -2.0226 0.001 0.047 -0.021 0.028
N -3.1358 1.5904 -1.6423 0.094 -0.026 0.079 -0.027
C -3.8546 0.5406 -2.1771 0.044 -0.081 -0.026 -0.010
C -3.5931 -0.7251 -1.8347 -0.111 0.036 -0.080 0.048
C -2.5679 -1.0143 -0.8506 0.304 -0.227 -0.011 -0.443
O -2.3332 -2.1322 -0.4274 -0.047 0.041 -0.024 0.042
N -1.8065 0.0747 -0.4198 -0.718 0.719 0.673 0.110
C -2.1336 1.2936 -0.7998 0.226 -0.202 -0.156 -0.354
O -1.4310 2.3297 -0.3807 -0.021 -0.098 0.071 0.058
H -4.4393 3.0138 -2.4085 0.008 0.002 -0.017 0.101
H -2.7269 3.3170 -2.7854 -0.001 0.009 0.016 0.110
H -3.3521 3.6177 -1.1495 -0.009 0.009 -0.012 0.103
H -4.6215 0.8229 -2.8834 -0.015 -0.011 0.009 0.141
H -4.1483 -1.5483 -2.2558 -0.021 -0.004 0.038 0.129
N 0.3225 2.9289 1.0162 -0.163 -0.019 -0.114 0.136
C -0.3684 2.0106 0.5469 0.061 -0.089 -0.038 -0.403
H 0.0583 3.8634 0.7047 0.021 0.006 0.013 0.085
N -0.6235 -2.9968 4.1606 0.036 -0.015 0.008 0.185
C -0.9081 -2.4567 2.9558 -0.125 0.149 -0.014 -0.619
N -1.7275 -3.1200 2.1357 0.114 -0.181 0.020 0.202
O -0.3995 -1.3509 2.6588 -0.022 -0.122 -0.166 -0.123
H -1.0929 -3.8157 4.5021 -0.017 0.010 0.003 0.113
H -0.1301 -2.4197 4.8179 0.004 -0.011 0.007 0.117
H -2.0321 -4.0507 2.3601 -0.020 0.012 0.006 0.120
H -1.8521 -2.7897 1.1821 -0.034 0.093 -0.014 0.059
C 2.5836 0.8391 0.1544 -0.019 0.037 -0.093 -0.150
C 4.1163 0.6363 0.2700 0.017 -0.003 -0.024 -0.144
N 4.4326 -0.2676 1.3684 -0.007 -0.005 0.035 -0.159
C 3.7526 -1.5370 1.1452 0.010 -0.006 -0.019 -0.143
C 2.2153 -1.3321 1.1191 -0.006 -0.098 -0.015 -0.149
N 1.9013 0.1119 1.2513 -0.392 0.054 0.373 -0.230
C 2.4366 0.5980 2.5461 -0.048 0.043 0.092 -0.136
C 3.9594 0.3165 2.6201 0.005 -0.006 0.002 -0.142
H 2.1941 0.4483 -0.7874 -0.004 0.005 0.004 0.119
H 2.3107 1.8876 0.2316 0.022 -0.020 -0.004 0.088
H 4.6207 1.5863 0.4496 -0.011 0.000 0.002 0.123
H 4.5231 0.2159 -0.6505 -0.011 0.020 -0.006 0.121
H 4.0352 -2.2297 1.9387 -0.008 0.005 0.000 0.121
H 4.1067 -1.9552 0.2022 -0.008 0.000 0.002 0.121
H 1.7239 -1.8479 1.9411 0.048 0.001 -0.023 0.096
H 1.7757 -1.6868 0.1846 0.001 0.007 0.005 0.119
H 1.8890 0.0854 3.3377 0.012 0.003 -0.007 0.109
H 2.2039 1.6610 2.6054 0.025 0.001 0.009 0.108
H 4.1888 -0.3807 3.4270 -0.009 0.014 0.011 0.121
H 4.5177 1.2336 2.8090 -0.013 0.005 -0.003 0.121
```
Forces are in eV/Å.

DFT total energy: -1245.30846 hartree
Kohn-Sham gap: 7.57 eV
Charge: +1
Energy above the lowest of the compared OMol25 structures with the same formula, charge and spin: 16.6 kcal per mole
Strongest force on any atom: 1.22 eV Å⁻¹

Below is C37H48N3O2Rh as an isolated structure, with properties calculated with the ωB97M-V functional and the def2-TZVPD basis.

```
91
Properties=species:S:1:pos:R:3:forces:R:3:mulliken_spin:R:1
Rh -1.3993 0.2728 1.0796 0.989 0.064 -0.306 1.161
C 0.9224 -0.4301 -6.2486 -0.010 0.018 0.078 0.013
C 1.5179 -0.4779 -4.8402 0.151 -0.023 -0.067 0.048
C 2.1398 -1.8714 -4.6150 -0.059 0.074 -0.029 0.032
C 2.6169 0.5955 -4.7376 -0.130 -0.039 0.018 0.018
C 0.4818 -0.2553 -3.7563 0.167 0.039 0.320 -0.012
C 0.8968 -0.2010 -2.4254 0.082 0.059 -0.102 0.013
C -0.0349 -0.1063 -1.4108 -0.153 -0.005 0.102 0.145
N 0.1751 -0.1146 -0.0543 -0.155 0.050 -0.174 0.171
C 1.3549 -0.2868 0.6255 -0.001 -0.043 0.477 0.101
C 2.5625 -0.7950 0.1754 0.060 -0.106 -0.174 0.028
C 3.6651 -0.8236 1.0205 -0.175 -0.040 -0.211 -0.017
C 3.5355 -0.3391 2.3480 -0.112 0.151 0.206 0.100
C 2.3544 0.0879 2.8948 0.119 0.027 0.147 0.059
C 1.2111 0.0492 2.0347 -0.148 -0.076 -0.564 0.241
O -0.0020 0.2862 2.4263 0.901 0.194 1.677 0.240
C 2.2490 0.5356 4.3529 -0.156 -0.089 -0.005 -0.005
C 3.6246 0.6014 5.0157 -0.036 -0.037 0.035 -0.001
C 1.6336 1.9457 4.4448 0.053 -0.138 -0.061 0.007
C 1.4004 -0.5049 5.1134 0.087 0.150 -0.018 0.009
C 4.9975 -1.3809 0.5672 0.190 -0.109 0.038 0.038
C 5.0001 -1.7937 -0.9071 -0.020 0.007 0.153 0.007
C 6.0954 -0.3222 0.7757 -0.101 0.026 -0.016 0.028
C 5.3109 -2.6248 1.4242 -0.048 0.067 -0.089 0.033
C -1.4425 0.0725 -1.7332 0.556 -0.070 0.077 0.196
O -2.2280 0.2824 -0.7274 -1.259 -0.064 -1.004 0.234
C -1.8724 0.0405 -3.0968 -0.049 0.017 -0.173 0.066
C -0.8966 -0.1381 -4.0476 -0.366 0.018 0.072 0.079
C -3.3444 0.1961 -3.4741 -0.043 0.068 0.156 0.010
C -3.5544 0.1912 -4.9880 0.000 -0.012 0.043 -0.001
C -4.1324 -0.9845 -2.8775 0.062 0.151 -0.102 0.008
C -3.8706 1.5387 -2.9311 0.006 -0.109 -0.051 0.013
H 1.7148 -0.5965 -6.9771 0.003 0.007 -0.001 0.000
H 0.4768 0.5437 -6.4605 -0.020 -0.016 -0.037 -0.001
H 0.1724 -1.2080 -6.4003 -0.005 0.007 -0.023 -0.002
H 2.8695 -2.0683 -5.4009 0.007 -0.022 0.011 0.002
H 1.3743 -2.6483 -4.6528 0.029 -0.026 -0.008 -0.002
H 2.6499 -1.9360 -3.6527 0.008 0.000 0.003 -0.004
H 3.3434 0.4402 -5.5348 0.013 0.016 0.003 0.001
H 3.1501 0.5504 -3.7878 0.019 0.013 -0.007 -0.003
H 2.1901 1.5934 -4.8481 0.052 0.021 -0.012 0.001
H 1.9482 -0.2013 -2.1982 -0.003 -0.101 -0.053 -0.008
H 2.6488 -1.2282 -0.8055 -0.014 0.107 -0.011 -0.006
H 4.4193 -0.3336 2.9687 -0.031 -0.018 -0.053 0.010
H 4.2832 1.2977 4.4943 0.037 -0.007 0.030 0.000
H 4.1021 -0.3786 5.0620 0.022 0.018 0.022 0.000
H 3.5098 0.9559 6.0403 -0.002 0.004 -0.005 0.000
H 2.3406 2.6866 4.0691 -0.020 0.028 0.005 -0.001
H 1.4110 2.1871 5.4855 0.067 -0.008 0.001 0.000
H 0.7175 2.0410 3.8698 -0.115 0.000 -0.034 0.001
H 1.9216 -1.4626 5.1429 -0.018 -0.014 0.014 -0.002
H 0.4327 -0.6671 4.6440 -0.086 0.015 0.003 -0.001
H 1.2416 -0.1733 6.1415 0.018 -0.020 -0.015 0.000
H 4.7832 -0.9445 -1.5589 -0.013 -0.028 -0.049 -0.002
H 4.2901 -2.6004 -1.1009 -0.015 0.022 -0.053 -0.001
H 5.9903 -2.1669 -1.1654 0.000 0.012 -0.028 0.000
H 5.8833 0.5719 0.1869 0.038 0.019 0.018 -0.001
H 7.0543 -0.7253 0.4504 -0.002 -0.016 -0.007 0.002
H 6.1992 -0.0315 1.8206 0.009 0.009 -0.005 0.000
H 4.5310 -3.3788 1.3046 0.022 -0.025 0.035 -0.003
H 5.4013 -2.3807 2.4826 -0.001 -0.007 0.004 -0.003
H 6.2562 -3.0552 1.0931 0.010 -0.010 0.033 0.003
H -1.2012 -0.1690 -5.0806 0.057 -0.017 -0.006 0.008
H -3.2366 -0.7500 -5.4393 0.004 0.024 -0.029 0.001
H -3.0260 1.0166 -5.4667 -0.001 -0.014 -0.040 0.001
H -4.6164 0.3136 -5.2023 -0.004 -0.006 0.014 0.000
H -3.8631 -1.9139 -3.3806 -0.039 -0.019 0.052 0.000
H -5.2049 -0.8244 -3.0111 -0.005 -0.026 -0.026 -0.001
H -3.9116 -1.1011 -1.8189 -0.001 -0.127 0.031 0.004
H -3.2962 2.3654 -3.3520 -0.026 0.028 0.041 -0.003
H -3.8037 1.5893 -1.8467 0.020 0.070 0.026 -0.007
H -4.9133 1.6747 -3.2234 -0.003 -0.018 -0.040 0.001
N -4.5661 0.0444 0.4100 -0.532 0.236 0.715 0.316
C -5.0937 0.6682 1.4460 0.298 -0.248 -0.381 0.162
C -6.4505 1.0688 1.3819 -0.329 0.145 0.079 0.167
C -7.1055 1.5482 2.4906 -0.056 -0.027 -0.120 -0.019
C -6.4324 1.6265 3.6993 -0.027 -0.003 0.018 0.297
C -5.0477 1.3216 3.7932 0.187 -0.087 -0.173 -0.033
C -4.3733 1.4616 5.0195 0.091 0.038 -0.044 0.033
C -3.0224 1.2585 5.0434 -0.166 0.013 -0.005 0.001
C -2.3682 0.9375 3.8538 0.115 -0.047 0.180 -0.051
N -2.9672 0.7448 2.6805 -0.201 -0.159 -0.286 0.004
C -4.3191 0.9072 2.6538 0.023 0.178 0.310 0.125
H -3.6045 -0.2678 0.4272 -0.065 -0.035 -0.292 -0.049
H -5.1159 -0.1176 -0.4228 0.122 -0.015 -0.069 -0.032
H -6.9773 0.9643 0.4412 0.033 -0.052 -0.005 -0.006
H -8.1449 1.8364 2.4218 -0.003 -0.021 0.020 0.005
H -6.9494 1.9473 4.5946 0.000 0.016 -0.010 0.000
H -4.9220 1.7401 5.9102 -0.012 0.008 -0.012 0.002
H -2.4445 1.3526 5.9514 0.008 0.024 -0.009 0.002
H -1.2972 0.8277 3.8859 0.105 -0.062 -0.173 0.030
```
Forces are in eV/Å.

DFT total energy: -1863.45131 hartree
Kohn-Sham gap (alpha / beta): 6.10 / 4.74 eV
Spin multiplicity: 5
Charge: +2
Energy above the lowest of the compared OMol25 structures with the same formula, charge and spin: 0.0 kcal per mole
Strongest force on any atom: 1.91 eV Å⁻¹

Below is the molecule CH4BBr, with properties calculated with the ωB97M-V functional and the def2-TZVPD basis.

```
7
Properties=species:S:1:pos:R:3:forces:R:3:lowdin_charge:R:1
B -0.0159 0.0966 0.9756 -1.403 0.758 -2.175 -0.084
C 0.0208 -0.2117 -0.6477 -0.995 2.017 0.030 -0.504
Br 1.2575 1.3598 -1.2265 -0.052 -1.286 0.319 0.494
H -0.4280 1.2195 1.2539 0.533 -0.837 -0.034 0.020
H 0.0956 -0.7506 1.7753 0.503 -0.244 0.263 0.002
H -0.8398 0.2096 -1.2845 0.835 -1.004 1.515 0.040
H 0.2730 -1.2053 -1.0385 0.579 0.596 0.081 0.033
```
Forces are in eV/Å.

DFT total energy: -2639.30570 hartree
Kohn-Sham gap: 9.81 eV
Charge: 0
Energy above the lowest of the compared OMol25 structures with the same formula, charge and spin: 49.8 kcal per mole
Strongest force on any atom: 2.70 eV Å⁻¹

Below is the molecule C20H26FN5O2S, with properties calculated with the ωB97M-V functional and the def2-TZVPD basis.

```
55
Properties=species:S:1:pos:R:3:forces:R:3:lowdin_charge:R:1
C -6.7657 -2.9187 -0.0248 0.108 -0.099 0.195 -0.078
C -5.3386 -3.1309 0.4822 -0.120 -0.184 -0.170 -0.433
C -4.5649 -4.0679 -0.4471 -0.082 0.004 0.229 -0.079
C -4.6360 -1.8243 0.5887 0.024 0.334 -0.600 -0.571
N -4.1598 -1.3449 1.6797 -0.539 -1.256 0.597 -0.003
N -3.5663 -0.1622 1.5499 0.783 1.524 0.003 0.003
C -3.5843 0.2794 0.3369 -0.540 -0.905 -0.582 -0.573
N -3.0284 1.4641 -0.0469 0.112 0.318 0.201 0.120
C -2.9453 1.8437 -1.3538 0.164 0.518 0.221 -0.487
O -3.4211 1.1845 -2.2533 -0.030 -0.004 -0.363 0.003
C -2.1787 3.1334 -1.5673 0.104 -0.042 -0.084 -0.082
C -0.6720 2.9073 -1.3799 -0.288 0.083 0.119 -0.079
C -0.2804 2.8781 0.0930 0.143 0.100 -0.359 -0.428
O -1.0998 3.0988 0.9763 -0.221 0.148 0.205 0.030
N 1.0112 2.6423 0.3816 0.167 0.079 0.239 -0.051
C 2.0431 2.2046 -0.5285 0.104 -0.378 -0.319 -0.120
C 2.3416 0.7249 -0.2740 0.134 0.268 -0.158 -0.155
N 2.7724 0.5539 1.1009 -0.075 -0.072 0.039 -0.175
C 3.2114 -0.8065 1.3650 0.005 0.034 0.074 -0.158
C 4.4693 -1.1256 0.6032 -0.037 -0.110 -0.014 -0.233
C 4.6046 -2.3166 -0.0967 0.013 0.178 0.107 -0.033
C 5.7711 -2.6062 -0.7832 0.286 0.039 -0.095 -0.006
C 6.7982 -1.6818 -0.7649 -0.135 -0.030 0.037 -0.279
F 7.9374 -1.9530 -1.4363 -0.079 0.025 0.046 0.055
C 6.6904 -0.4843 -0.0800 0.132 -0.123 -0.113 -0.002
C 5.5211 -0.2157 0.6053 -0.037 -0.150 -0.027 -0.032
C 1.7274 0.9858 2.0123 0.025 0.266 0.051 -0.158
C 1.4125 2.4601 1.7635 -0.213 -0.157 0.457 -0.110
S -4.3710 -0.7836 -0.8080 0.080 -0.197 0.891 1.140
H -7.2909 -3.8695 -0.0719 -0.092 -0.083 -0.049 0.078
H -6.7496 -2.4793 -1.0202 -0.074 0.030 -0.116 0.068
H -7.3108 -2.2531 0.6406 -0.089 0.066 0.005 0.083
H -5.3689 -3.5595 1.4890 0.047 0.115 -0.069 0.138
H -5.0616 -5.0334 -0.5022 -0.033 -0.116 -0.060 0.077
H -4.5125 -3.6449 -1.4483 0.029 -0.023 -0.134 0.068
H -3.5525 -4.2186 -0.0791 0.100 -0.031 -0.030 0.082
H -2.5679 2.0357 0.6660 -0.050 -0.079 -0.178 0.124
H -2.5227 3.8881 -0.8586 0.009 0.006 -0.064 0.126
H -2.3739 3.4715 -2.5849 -0.040 -0.078 0.087 0.125
H -0.1247 3.7208 -1.8621 0.068 -0.097 -0.032 0.129
H -0.3861 1.9693 -1.8604 0.112 0.058 -0.058 0.127
H 1.7565 2.3641 -1.5653 -0.003 0.033 0.042 0.115
H 2.9473 2.7857 -0.3202 -0.046 -0.023 -0.097 0.134
H 3.1442 0.3923 -0.9353 -0.070 0.007 -0.028 0.126
H 1.4364 0.1275 -0.4932 0.044 0.012 -0.008 0.135
H 2.4268 -1.5448 1.1237 0.052 0.020 0.053 0.128
H 3.4206 -0.8809 2.4372 -0.117 -0.026 -0.030 0.131
H 3.7932 -3.0295 -0.1056 -0.104 -0.061 -0.007 0.113
H 5.8885 -3.5294 -1.3280 0.042 -0.082 -0.071 0.117
H 7.5132 0.2130 -0.0876 0.101 0.055 -0.013 0.117
H 5.4072 0.7108 1.1460 0.002 0.126 0.047 0.116
H 2.0815 0.8604 3.0372 -0.041 -0.027 0.000 0.126
H 0.8031 0.3936 1.8879 0.030 0.022 0.033 0.137
H 0.5963 2.7916 2.4057 0.159 -0.011 -0.065 0.124
H 2.3031 3.0656 1.9515 -0.027 -0.026 0.020 0.132
```
Forces are in eV/Å.

DFT total energy: -1700.07038 hartree
Kohn-Sham gap: 9.24 eV
Charge: 0
Energy above the lowest of the compared OMol25 structures with the same formula, charge and spin: 16.6 kcal per mole
Strongest force on any atom: 1.71 eV Å⁻¹